{
  "formula": "C39H59N9O3",
  "method": "the ωB97M-V functional and the def2-TZVPD basis",
  "lumo_energy_ev": 0.00,
  "energy_ev": -60933.1007,
  "orbital_gap_ev": 7.662,
  "de_lowest_kcal_mol": 79.9,
  "fmax_ha_per_bohr": 0.237,
  "symbols": ["C", "O", "C", "C", "N", "H", "H", "C", "C", "O", "C", "H", "H", "H", "H", "H", "H", "H", "H", "H", "H", "H", "H", "H", "H", "C", "O", "H", "H", "H", "N", "C", "C", "C", "C", "H", "H", "H", "H", "H", "N", "C", "C", "C", "C", "H", "H", "H", "H", "H", "N", "C", "C", "C", "C", "H", "H", "H", "H", "H", "N", "C", "C", "C", "C", "H", "H", "H", "H", "H", "N", "C", "C", "C", "C", "H", "H", "H", "H", "H", "N", "C", "C", "C", "C", "H", "H", "H", "H", "H", "N", "C", "C", "C", "C", "H", "H", "H", "H", "H", "N", "C", "C", "C", "C", "H", "H", "H", "H", "H"],
  "xyz": [[3.9019, -0.2227, -5.1200], [4.4489, 0.1663, -3.8420], [3.6899, -0.2747, -2.7060], [4.4379, 0.1543, -1.4970], [3.8729, -0.3567, -0.2700], [2.9589, -0.1747, -0.2450], [4.1899, -1.2907, -0.0150], [4.2109, 0.3393, 1.0620], [3.3809, -0.1477, 2.2760], [3.3409, 1.0253, 3.1260], [2.5159, 0.7083, 4.2570], [4.3179, 0.7263, -5.6170], [2.6429, -0.1047, -5.0230], [4.2169, -1.2337, -5.3490], [3.6329, -1.3487, -2.7630], [2.5709, -0.0147, -2.5860], [4.5279, 1.2803, -1.3290], [5.4599, -0.0637, -1.6390], [4.1769, 1.3713, 0.6640], [5.2889, 0.3133, 1.2000], [3.7479, -1.1287, 2.7720], [2.5429, -0.2647, 1.9840], [2.6319, 1.5923, 4.8650], [2.7749, 0.0153, 4.8890], [1.3499, 0.7013, 3.9360], [0.5779, -0.0017, -0.2940], [1.3969, -1.1017, -0.4160], [0.9099, 0.6443, 0.4530], [-0.5691, -0.1757, -0.4730], [0.6919, 0.6403, -1.1220], [1.4539, -2.7007, -2.5850], [2.0359, -3.9747, -2.5630], [1.7899, -4.5977, -3.7800], [0.8989, -3.5397, -4.5760], [0.7279, -2.4217, -3.7860], [1.4659, -2.1057, -1.8530], [2.4119, -4.2867, -1.5320], [1.9839, -5.6077, -3.9530], [0.7259, -3.3957, -5.6060], [0.3079, -1.5907, -3.7120], [-1.8371, -4.1957, 1.6030], [-2.6641, -5.2867, 1.7340], [-3.9551, -4.9397, 1.4750], [-3.8471, -3.5037, 0.9060], [-2.5031, -3.1267, 1.0610], [-0.8911, -4.1417, 1.8130], [-2.3321, -6.0567, 2.4710], [-5.0831, -5.4877, 1.5450], [-4.6011, -2.7517, 0.4390], [-2.0101, -2.2837, 0.7070], [-4.1661, 0.2403, -3.6620], [-4.4351, -0.2947, -4.9190], [-3.5551, -1.4667, -5.1300], [-2.7931, -1.5647, -3.7550], [-3.2081, -0.5747, -2.9860], [-4.7161, 1.1883, -3.3770], [-5.1301, 0.2143, -5.4190], [-3.3201, -2.1207, -5.8930], [-2.0251, -2.3837, -3.5290], [-3.0601, -0.3137, -1.8950], [1.0839, -2.9007, 1.7070], [1.3059, -4.2317, 1.4520], [1.2609, -4.9007, 2.6710], [0.9709, -3.7547, 3.7080], [0.9149, -2.5877, 3.0490], [0.9899, -2.2727, 0.8490], [1.5649, -4.4277, 0.4420], [1.2019, -5.8637, 2.7580], [0.9139, -4.0707, 4.6950], [0.8899, -1.5517, 3.3910], [-1.5731, 3.7713, 2.2350], [-0.3581, 3.1983, 2.3240], [0.0369, 3.6473, 3.6360], [-1.0321, 4.4213, 4.3110], [-2.0661, 4.4343, 3.3750], [-2.1761, 3.5773, 1.3250], [0.2479, 2.6213, 1.5510], [0.8639, 3.3643, 4.0760], [-0.9871, 4.9623, 5.1870], [-3.0261, 4.9703, 3.5640], [-2.2651, 1.2433, 3.5270], [-3.4191, 0.9803, 4.2920], [-3.6151, -0.4157, 4.3450], [-2.3571, -1.0087, 3.6250], [-1.7351, 0.0783, 3.0590], [-1.9711, 1.9773, 3.1870], [-3.9211, 1.8173, 4.7160], [-4.5161, -1.0817, 4.7210], [-2.0491, -1.9517, 3.2890], [-0.7611, 0.2243, 2.5390], [1.0539, 5.1963, -1.2040], [1.3919, 5.5823, -2.5260], [1.8969, 4.6473, -3.2760], [1.8599, 3.3203, -2.2680], [1.3989, 3.8103, -1.0620], [0.6589, 5.8393, -0.4880], [1.2319, 6.7903, -2.6760], [2.1979, 4.6333, -4.2380], [2.0759, 2.2023, -2.6030], [1.1689, 3.4343, 0.0050], [-4.1071, 3.4583, 0.1630], [-3.3741, 2.2443, 0.2310], [-2.3071, 2.3113, -0.4780], [-2.2771, 3.6253, -1.2640], [-3.3741, 4.3273, -0.6550], [-4.9121, 3.5033, 0.7430], [-3.6741, 1.4083, 0.7990], [-1.6501, 1.5703, -0.5540], [-1.5531, 3.9113, -2.0000], [-3.6361, 5.2083, -0.6740]],
  "forces_ev_per_a": [[-2.55, 3.37, 1.56], [-1.25, -0.15, 1.64], [-1.17, -0.21, -0.86], [0.82, 2.99, 0.37], [6.01, -0.91, 2.95], [-5.96, -1.15, -0.68], [-1.21, -0.56, -1.03], [1.88, 1.17, -1.54], [10.82, 2.39, 2.99], [0.16, -2.36, 0.49], [-3.87, 5.94, -3.75], [-0.82, -2.25, -0.83], [3.47, -0.58, -0.66], [-0.04, 0.07, -0.63], [0.09, -0.77, 0.26], [1.49, 0.36, -0.85], [-0.77, -1.08, -0.69], [1.27, -0.97, 0.23], [-1.13, 0.15, 1.47], [0.19, -0.77, 0.29], [-0.18, 1.72, -0.69], [-11.15, -2.09, -3.76], [-0.35, 0.58, 0.22], [1.68, -4.83, 2.59], [2.60, -0.40, 0.76], [-1.72, -1.76, -2.36], [-0.07, -0.21, 0.65], [-0.37, 1.18, 2.51], [1.53, -0.06, 1.48], [0.45, 1.25, -1.88], [-0.46, -3.46, -4.19], [-1.22, 1.27, 0.12], [-2.17, 4.39, 0.12], [2.00, -0.69, 2.13], [6.32, -9.31, 2.67], [-0.20, 2.57, 3.50], [-0.23, 0.10, -2.00], [0.26, -1.20, -0.79], [-0.47, -0.97, -1.13], [-3.92, 7.10, -0.66], [-1.95, 0.54, -1.23], [0.31, -0.50, 2.84], [-3.51, 2.36, -2.15], [0.23, -0.20, 0.42], [-2.76, -2.87, 0.09], [1.80, -0.42, 0.49], [-0.22, 0.33, -1.24], [3.94, 1.30, -0.09], [1.16, -1.95, 1.03], [0.81, 1.35, -0.29], [-1.20, 0.96, -0.14], [5.51, -4.34, 2.39], [-0.87, 4.41, 5.79], [-0.08, -2.29, -4.01], [-1.73, 3.27, 2.54], [2.28, -3.51, -0.39], [-2.49, 1.44, -2.60], [-0.19, -0.90, -1.68], [-1.44, 1.48, -0.23], [0.21, -0.51, -1.62], [0.06, 1.25, -1.79], [-0.07, 1.09, 2.68], [-0.74, 8.37, -0.25], [0.98, -4.16, -2.55], [0.32, -0.11, -1.40], [0.54, 0.17, 1.12], [-0.19, -0.84, -0.54], [0.06, -5.39, 1.06], [-0.22, 0.30, 1.77], [-0.39, -0.53, -0.16], [-4.64, 0.05, -3.79], [1.65, 1.77, 3.57], [-4.31, 0.93, -2.09], [0.96, -2.57, -4.69], [1.58, 0.10, 0.33], [1.60, 0.75, 2.77], [-1.55, 0.93, 1.19], [4.27, -1.18, 2.12], [0.09, 0.64, 1.81], [0.80, -0.84, -1.15], [-5.03, -10.13, 4.48], [1.14, -1.89, -1.16], [1.53, -1.10, -0.88], [-2.64, 3.11, 0.05], [1.21, 0.22, 1.18], [3.15, 9.58, -3.44], [-0.55, 0.19, 0.20], [2.23, 1.90, -0.55], [-0.29, -1.53, 0.32], [-0.98, -0.69, 0.13], [0.95, -1.10, -1.10], [-1.84, 5.89, 2.81], [-0.53, -5.33, 4.46], [0.13, 1.03, -1.72], [-1.01, 1.16, 0.75], [0.69, -1.14, -0.97], [0.49, -3.46, -0.13], [0.91, 0.03, -2.79], [-0.38, 2.84, 0.99], [0.64, 0.09, -2.35], [2.65, -2.03, -0.48], [-3.77, 1.34, 1.66], [1.18, 4.61, -4.42], [-2.76, -1.07, 4.16], [3.44, -9.99, -0.73], [-0.53, 1.06, 0.04], [-0.63, -0.53, 0.77], [2.67, -2.84, -0.54], [0.13, 0.37, 0.06], [-2.64, 8.87, -0.79]]
}